The following is a DFT calculation (ωB97M-V/def2-TZVPD) of a structure of composition C37H54Br3N5O7PRe.

```
108
Properties=species:S:1:pos:R:3:forces:R:3
Re -0.202 0.874 0.511 -0.1 0.4 -0.1
C 4.341 -5.547 1.379 0.0 0.0 0.0
C 2.824 -5.686 1.194 0.0 0.0 0.0
C 2.560 -6.711 0.091 0.0 0.0 0.0
C 2.196 -6.205 2.494 0.0 0.0 0.0
C 2.242 -4.315 0.856 0.0 0.0 0.0
C 2.332 -3.281 1.782 0.0 0.0 0.0
C 1.867 -2.028 1.459 0.0 -0.1 -0.1
Br 2.005 -0.669 2.764 0.0 0.1 0.0
C 1.284 -1.733 0.217 0.0 0.0 0.0
O 1.029 -0.435 -0.103 0.5 -0.2 -0.1
C 1.075 -2.784 -0.683 0.0 -0.1 0.1
C 1.609 -4.033 -0.341 -0.1 0.0 0.0
C 0.303 -2.721 -2.009 0.0 0.0 0.0
C -0.718 -3.873 -2.046 0.0 0.0 0.0
C -0.510 -1.447 -2.224 0.0 0.1 0.0
C 1.290 -2.870 -3.175 0.0 0.0 0.0
H 4.783 -6.516 1.619 0.0 0.0 0.0
H 4.583 -4.857 2.189 0.0 0.0 0.0
H 4.811 -5.173 0.467 0.0 0.0 0.0
H 2.982 -7.673 0.385 0.0 0.0 0.0
H 3.027 -6.422 -0.852 0.0 0.0 0.0
H 1.491 -6.856 -0.079 0.0 0.0 0.0
H 2.592 -7.195 2.730 0.0 0.0 0.0
H 1.112 -6.284 2.399 0.0 0.0 0.0
H 2.413 -5.554 3.341 0.0 0.0 0.0
H 2.778 -3.438 2.755 0.0 0.0 0.0
H 1.506 -4.828 -1.062 0.0 0.0 0.0
H -1.410 -3.794 -1.205 0.0 0.0 0.0
H -0.256 -4.857 -2.008 0.0 0.0 0.0
H -1.294 -3.819 -2.973 0.0 0.0 0.0
H -1.241 -1.308 -1.423 0.0 0.0 0.0
H -1.061 -1.554 -3.162 0.0 0.0 0.0
H 0.102 -0.554 -2.291 0.0 0.0 0.0
H 1.828 -3.818 -3.130 0.0 0.0 0.0
H 2.031 -2.067 -3.161 0.0 0.0 0.0
H 0.759 -2.830 -4.129 0.0 0.0 0.0
Br -0.785 4.197 1.982 0.0 0.0 0.0
C -1.072 2.657 3.009 0.0 0.0 0.1
C -1.393 2.817 4.347 0.0 0.0 -0.1
C -1.690 1.699 5.101 0.0 0.0 0.0
C -1.722 0.457 4.484 0.0 0.0 0.0
C -1.393 0.387 3.152 0.0 0.0 0.1
N -1.021 1.461 2.426 0.0 -0.1 0.1
C -1.547 -0.890 2.364 0.0 -0.1 0.0
O -1.991 -1.891 2.868 0.0 0.0 0.0
O -1.249 -0.746 1.098 -0.1 0.0 -0.1
H -1.400 3.809 4.773 0.0 0.0 0.0
H -1.925 1.801 6.152 0.0 0.0 0.0
H -2.002 -0.454 4.994 0.0 0.0 0.0
Br 4.133 1.091 -0.329 0.0 0.0 0.0
C 4.299 2.758 0.559 0.1 0.0 -0.1
C 5.453 3.488 0.308 0.0 0.0 0.0
C 5.681 4.677 0.982 0.0 0.0 0.0
C 4.770 5.124 1.929 0.0 0.0 0.0
C 3.632 4.382 2.184 -0.1 0.0 0.0
C 3.366 3.200 1.491 0.0 0.1 0.0
C 2.069 2.521 1.818 -0.1 0.0 0.1
O 1.666 2.477 2.963 0.0 -0.1 -0.1
O 1.415 2.096 0.764 0.0 -0.1 0.0
H 6.176 3.111 -0.403 0.0 0.0 0.0
H 6.582 5.240 0.778 0.0 0.0 0.0
H 4.951 6.041 2.473 0.0 0.0 0.0
H 2.918 4.700 2.931 0.0 0.0 0.0
C -5.812 2.527 0.023 0.0 0.0 0.0
N -4.353 2.550 0.032 0.0 0.0 0.0
C -3.815 3.891 -0.181 0.0 0.0 0.0
P -3.474 1.224 -0.406 -0.1 0.1 0.1
O -2.026 1.595 -0.084 0.0 0.1 -0.2
N -4.178 -0.008 0.392 0.1 0.0 0.0
C -4.103 -1.406 -0.046 0.0 0.0 0.0
C -4.662 0.135 1.766 0.0 0.0 0.0
N -3.552 0.826 -1.993 0.0 -0.1 0.0
C -4.845 0.478 -2.581 0.0 0.0 0.0
C -2.600 1.332 -2.975 0.1 0.1 0.0
H -6.188 3.116 0.862 0.0 0.0 0.0
H -6.188 1.512 0.122 0.0 0.0 0.0
H -6.209 2.958 -0.901 0.0 0.0 0.0
H -4.101 4.536 0.652 0.0 0.0 0.0
H -4.209 4.326 -1.105 0.0 0.0 0.0
H -2.732 3.860 -0.233 0.0 0.0 0.0
H -3.738 -1.467 -1.067 0.0 0.0 0.0
H -5.103 -1.844 0.001 0.0 0.0 0.0
H -3.435 -1.975 0.600 0.0 0.0 0.0
H -4.541 1.158 2.115 0.0 0.0 0.0
H -4.116 -0.540 2.427 0.0 0.0 0.0
H -5.721 -0.130 1.816 0.0 0.0 0.0
H -5.527 0.091 -1.828 0.0 0.0 0.0
H -4.698 -0.294 -3.338 0.0 0.0 0.0
H -5.306 1.346 -3.062 0.0 0.0 0.0
H -1.645 1.549 -2.508 0.0 0.0 0.0
H -2.984 2.237 -3.458 0.0 0.0 0.0
H -2.447 0.574 -3.744 0.0 0.0 0.0
C 2.318 1.158 -3.387 0.0 0.0 0.0
N 1.986 2.465 -2.833 0.0 0.0 0.0
C 2.756 3.606 -3.318 0.0 0.0 0.0
C 1.025 2.602 -1.929 0.2 0.1 0.0
C 0.740 3.974 -1.395 0.0 0.0 0.0
O 0.354 1.607 -1.556 -0.2 -0.1 0.0
H 1.953 1.076 -4.412 0.0 0.0 0.0
H 1.872 0.385 -2.773 0.0 0.0 0.0
H 3.400 1.037 -3.379 0.0 0.0 0.0
H 3.619 3.226 -3.857 0.0 0.0 0.0
H 3.116 4.213 -2.489 0.0 0.0 0.0
H 2.172 4.228 -3.998 0.0 0.0 0.0
H 0.718 4.722 -2.186 0.0 0.0 0.0
H 1.510 4.253 -0.673 0.0 0.0 0.0
H -0.220 3.948 -0.886 0.0 0.0 0.0
```
Positions in Å, forces in eV/Å.

## Properties
highest occupied orbital energy (spin up / spin down) = -9.92 / -10.27 eV
spin multiplicity = 4
ΔE to the lowest compared entry with this formula, charge and spin = 46.71 kJ/mol
orbital gap (spin up / spin down) = 7.05 / 6.86 eV
net charge = +1


The following is a DFT calculation (ωB97M-V/def2-TZVPD) of a structure of composition C47H54AsN3O2PSi2V.

```
111
Properties=species:S:1:pos:R:3:forces:R:3
V -0.365 0.245 -0.749 -0.4 -0.1 -0.1
C 0.643 -1.641 4.617 0.0 -0.1 0.0
C -0.339 -0.738 5.305 0.0 0.0 0.0
C -0.897 -1.107 6.529 0.0 0.0 0.0
C -1.792 -0.291 7.198 0.0 0.0 0.0
C -2.160 0.930 6.648 0.0 0.0 0.0
C -1.638 1.308 5.424 0.0 0.0 0.0
C -0.735 0.484 4.757 -0.1 0.1 0.1
N -0.205 0.918 3.510 0.0 0.1 -0.1
C -0.545 0.382 2.296 -0.1 0.0 0.1
N -1.395 -0.653 2.343 0.1 0.0 0.0
C -1.855 -1.534 1.325 0.0 0.0 0.0
C -1.593 -1.296 -0.018 0.3 0.4 -0.2
C -2.104 -2.231 -0.927 0.0 0.0 0.0
C -2.830 -3.335 -0.517 0.0 0.0 0.0
C -3.090 -3.519 0.836 0.0 0.0 0.0
C -2.618 -2.622 1.781 0.0 0.0 -0.1
C -2.946 -2.810 3.239 0.0 0.0 0.1
N -0.063 0.898 1.189 0.2 -0.2 -0.4
C 0.853 1.997 1.319 0.0 0.1 -0.1
C 0.385 3.282 1.064 0.0 -0.1 0.0
C 1.248 4.366 1.108 0.0 0.0 0.0
C 2.587 4.159 1.400 0.0 0.0 0.0
C 3.052 2.875 1.634 0.0 0.0 0.0
C 2.205 1.772 1.592 0.0 0.1 0.1
C 2.743 0.390 1.821 0.0 0.0 0.0
H 1.222 -2.205 5.346 0.0 0.0 0.0
H 1.333 -1.086 3.982 0.0 0.0 0.0
H 0.140 -2.364 3.969 0.0 0.0 0.0
H -0.600 -2.053 6.968 0.0 0.0 0.0
H -2.199 -0.604 8.151 0.0 0.0 0.0
H -2.857 1.577 7.163 0.0 0.0 0.0
H -1.929 2.245 4.964 0.0 0.0 0.0
H 0.182 1.850 3.464 0.0 0.0 0.0
H -1.717 -0.875 3.273 0.0 0.0 0.0
H -1.930 -2.079 -1.988 0.0 0.0 0.0
H -3.203 -4.048 -1.242 0.0 0.0 0.0
H -3.678 -4.368 1.165 0.0 0.0 0.0
H -3.588 -3.679 3.372 0.0 0.0 0.0
H -3.484 -1.949 3.653 0.0 0.0 0.0
H -2.056 -2.967 3.858 0.0 0.0 0.0
H -0.656 3.412 0.797 0.0 0.0 0.0
H 0.877 5.361 0.899 0.0 0.0 0.0
H 3.276 4.994 1.433 0.0 0.0 0.0
H 4.105 2.713 1.834 0.0 0.0 0.0
H 3.776 0.322 1.479 0.0 0.0 0.0
H 2.154 -0.359 1.292 0.0 0.0 0.0
H 2.726 0.125 2.882 0.0 0.0 0.0
O 1.709 1.272 -1.396 -0.1 -0.3 0.0
C 1.803 0.141 -1.911 0.0 0.2 0.3
O 0.746 -0.506 -2.250 -0.1 -0.1 0.1
C 3.099 -0.601 -1.958 0.1 0.1 -0.1
C 4.215 -0.027 -2.555 0.0 0.0 0.0
C 5.402 -0.737 -2.628 0.0 0.0 0.0
C 5.473 -2.019 -2.095 0.0 0.0 0.0
C 4.368 -2.574 -1.470 0.0 0.0 0.0
C 3.168 -1.870 -1.375 0.1 -0.1 0.0
P 1.695 -2.519 -0.481 0.0 0.2 0.1
C 1.312 -3.978 -1.519 -0.1 0.0 0.0
C 1.668 -5.285 -1.199 0.0 0.0 0.0
C 1.332 -6.332 -2.048 0.0 0.0 0.0
C 0.643 -6.082 -3.224 0.0 0.0 0.0
C 0.290 -4.780 -3.552 0.0 0.0 0.0
C 0.616 -3.733 -2.704 0.0 0.0 0.0
C 2.341 -3.262 1.057 0.0 -0.1 0.0
C 3.564 -2.970 1.654 0.0 0.0 0.0
C 3.887 -3.496 2.900 0.0 0.0 0.0
C 2.999 -4.329 3.562 0.0 0.0 0.0
C 1.768 -4.615 2.982 0.0 0.0 0.0
C 1.435 -4.071 1.753 0.0 0.0 0.0
H 4.138 0.970 -2.969 0.0 0.0 0.0
H 6.266 -0.296 -3.107 0.0 0.0 0.0
H 6.392 -2.588 -2.164 0.0 0.0 0.0
H 4.433 -3.573 -1.052 0.0 0.0 0.0
H 2.208 -5.496 -0.284 0.0 0.0 0.0
H 1.613 -7.344 -1.786 0.0 0.0 0.0
H 0.381 -6.898 -3.886 0.0 0.0 0.0
H -0.248 -4.578 -4.470 0.0 0.0 0.0
H 0.339 -2.717 -2.955 0.0 0.0 0.0
H 4.273 -2.323 1.154 0.0 0.0 0.0
H 4.844 -3.256 3.348 0.0 0.0 0.0
H 3.258 -4.749 4.525 0.0 0.0 0.0
H 1.061 -5.257 3.494 0.0 0.0 0.0
H 0.459 -4.276 1.322 0.0 0.0 0.0
C -5.269 2.762 -1.748 0.0 0.0 0.0
Si -3.945 1.939 -0.693 0.0 0.1 0.0
C -4.700 0.428 0.128 0.0 0.0 0.0
C -3.491 3.120 0.708 -0.1 -0.1 0.0
As -2.156 1.341 -2.066 0.0 -0.1 0.1
Si -1.545 3.287 -3.199 0.0 0.1 0.1
C 0.274 3.216 -3.650 -0.1 0.1 -0.1
C -1.838 4.874 -2.226 0.0 0.0 0.0
C -2.559 3.385 -4.778 0.0 0.0 0.0
H -6.163 2.951 -1.145 0.0 0.0 0.0
H -5.552 2.123 -2.586 0.0 0.0 0.0
H -4.934 3.719 -2.155 0.0 0.0 0.0
H -5.629 0.726 0.624 0.0 0.0 0.0
H -4.031 0.018 0.886 0.0 0.0 0.0
H -4.925 -0.370 -0.581 0.0 0.0 0.0
H -4.400 3.438 1.230 0.0 0.0 0.0
H -2.970 4.015 0.364 0.0 0.0 0.0
H -2.860 2.608 1.439 0.1 0.0 0.0
H 0.907 3.102 -2.770 0.0 0.0 0.0
H 0.545 4.144 -4.163 0.0 0.0 0.0
H 0.485 2.385 -4.328 0.0 0.0 0.0
H -1.204 4.918 -1.337 0.0 0.0 0.0
H -2.876 4.997 -1.911 0.0 0.0 0.0
H -1.582 5.730 -2.860 0.0 0.0 0.0
H -2.403 2.500 -5.397 0.0 0.0 0.0
H -2.277 4.267 -5.361 0.0 0.0 0.0
H -3.628 3.452 -4.560 0.0 0.0 0.0
```
Positions in Å, forces in eV/Å.

## Properties
highest occupied orbital energy (spin up / spin down) = -7.02 / -7.01 eV
spin multiplicity = 3
ΔE to the lowest compared entry with this formula, charge and spin = 0.00 kJ/mol
orbital gap (spin up / spin down) = 7.51 / 7.53 eV
net charge = 0


Calculated E in order - -282574.4788, -169756.5049 eV